The following is a DFT calculation (ωB97M-V/def2-TZVPD) of C25H20IrN6S2Se as an isolated structure at a distorted geometry.

Atoms and positions in Å:
1 Ir -0.356 -0.599 -0.847
2 N -4.477 -1.170 -0.094
3 C -3.271 -0.673 -0.397
4 S -2.303 -1.575 -1.563
5 N -2.898 0.447 0.161
6 N -1.619 0.787 -0.209
7 C -1.258 2.024 -0.130
8 C -2.123 3.132 0.316
9 C -3.266 3.457 -0.410
10 C -4.066 4.507 0.006
11 C -3.740 5.220 1.153
12 C -2.608 4.890 1.882
13 C -1.794 3.848 1.462
14 C 0.084 2.239 -0.663
15 C 0.760 3.445 -0.662
16 C 2.012 3.515 -1.248
17 C 2.535 2.388 -1.859
18 C 1.808 1.215 -1.838
19 N 0.616 1.130 -1.238
20 H -4.847 -1.945 -0.614
21 H -5.101 -0.615 0.469
22 H -3.517 2.897 -1.302
23 H -4.948 4.770 -0.564
24 H -4.372 6.036 1.477
25 H -2.357 5.441 2.779
26 H -0.917 3.576 2.038
27 H 0.291 4.310 -0.215
28 H 2.566 4.444 -1.239
29 H 3.501 2.399 -2.342
30 H 2.174 0.316 -2.308
31 S 1.284 -4.714 -2.272
32 C 1.121 -3.030 -2.129
33 N 0.514 -2.586 -1.064
34 C 0.105 -3.652 -0.248
35 C -0.594 -3.573 0.960
36 C -0.935 -4.745 1.594
37 C -0.586 -5.995 1.060
38 C 0.113 -6.087 -0.120
39 C 0.450 -4.899 -0.770
40 H 1.514 -2.372 -2.890
41 H -0.851 -2.616 1.388
42 H -1.482 -4.702 2.526
43 H -0.870 -6.897 1.585
44 H 0.393 -7.047 -0.533
45 Se 0.942 -0.389 1.204
46 C 2.819 -0.551 0.893
47 C 3.667 -0.063 1.881
48 C 5.037 -0.188 1.709
49 N 5.609 -0.748 0.645
50 C 4.789 -1.216 -0.290
51 C 3.406 -1.146 -0.217
52 H 3.276 0.412 2.771
53 H 5.710 0.189 2.471
54 H 5.262 -1.683 -1.149
55 H 2.803 -1.563 -1.009

Output
F_max   1.04 eV/A
Energy relative to the best compared isomer or geometry (same formula, charge and spin)   0.6335 eV
E   -4595.19199 hartree
Multiplicity   1
HOMO level (alpha / beta)   -10.54 / -10.54 eV
Gap between HOMO and LUMO (alpha / beta)   6.36 / 6.37 eV
Charge   +1

The following is a DFT calculation (ωB97M-V/def2-TZVPD) of CH4O3PS as an isolated structure at a distorted geometry.

Atoms and positions in Å:
1 C -2.887 -0.895 -0.541
2 O 1.299 -0.446 -0.751
3 O -3.319 -1.589 -1.428
4 O 0.354 1.656 -0.184
5 P 0.553 0.188 0.414
6 S 2.510 0.572 1.862
7 H -2.636 0.199 -0.719
8 H -2.948 -1.113 0.472
9 H 2.918 -0.121 0.840
10 H 1.027 1.443 -0.839

Output
F_max   3.54 eV/A
Energy relative to the best compared isomer or geometry (same formula, charge and spin)   1.6814 eV
E   -1005.83328 hartree
Multiplicity   1
HOMO level   -3.75 eV
Gap between HOMO and LUMO   7.20 eV
Charge   -1

The following is a DFT calculation (ωB97M-V/def2-TZVPD) of C40H46Cl3N4O2SiZr as an isolated structure.

Atoms and positions in Å:
1 Zr -0.030 -0.555 -0.430
2 O 1.066 -2.244 -0.909
3 C 1.281 -3.085 -1.889
4 C 1.649 -4.413 -1.618
5 C 1.864 -5.305 -2.643
6 C 1.742 -4.910 -3.980
7 C 1.407 -3.605 -4.260
8 C 1.164 -2.681 -3.236
9 C 0.878 -1.311 -3.585
10 N 0.499 -0.396 -2.768
11 N 0.479 0.880 -3.334
12 C 0.380 1.755 -2.386
13 O 0.247 1.441 -1.134
14 C 0.473 3.196 -2.726
15 C 0.455 3.629 -4.049
16 C 0.555 4.979 -4.340
17 C 0.683 5.908 -3.313
18 C 0.707 5.478 -1.994
19 C 0.599 4.127 -1.700
20 H 1.730 -4.711 -0.581
21 H 2.127 -6.330 -2.410
22 H 1.911 -5.619 -4.780
23 H 1.316 -3.272 -5.288
24 H 1.047 -1.010 -4.620
25 H 0.360 2.892 -4.835
26 H 0.534 5.312 -5.370
27 H 0.761 6.963 -3.542
28 H 0.805 6.197 -1.190
29 H 0.603 3.773 -0.677
30 C 1.589 -3.552 2.356
31 C 1.954 -2.377 3.268
32 C 0.712 -1.694 3.832
33 C 2.925 -1.457 2.550
34 C 4.274 -1.650 2.828
35 C 5.267 -0.916 2.200
36 C 4.900 0.066 1.302
37 C 3.560 0.320 1.022
38 C 3.228 1.449 0.064
39 C 3.950 2.749 0.426
40 C 3.514 1.045 -1.385
41 C 2.557 -0.476 1.608
42 N 1.200 -0.266 1.223
43 C 0.560 0.860 1.776
44 C -0.764 1.081 1.590
45 N -1.556 0.220 0.825
46 C -2.961 0.333 0.977
47 C -3.585 -0.127 2.150
48 C -4.955 0.046 2.307
49 C -5.718 0.647 1.322
50 C -5.105 1.064 0.153
51 C -3.738 0.909 -0.043
52 C -3.111 1.401 -1.332
53 C -2.684 2.862 -1.184
54 C -4.004 1.213 -2.559
55 C -2.788 -0.824 3.232
56 C -3.441 -2.132 3.677
57 C -2.541 0.092 4.433
58 H 0.882 -4.223 2.851
59 H 2.484 -4.122 2.090
60 H 1.133 -3.193 1.437
61 H 2.511 -2.786 4.117
62 H 0.046 -1.393 3.030
63 H 0.970 -0.804 4.409
64 H 0.173 -2.386 4.486
65 H 4.547 -2.409 3.554
66 H 6.311 -1.098 2.424
67 H 5.663 0.660 0.813
68 H 2.166 1.657 0.143
69 H 5.034 2.651 0.338
70 H 3.722 3.045 1.453
71 H 3.630 3.554 -0.240
72 H 4.580 0.854 -1.540
73 H 3.205 1.837 -2.071
74 H 2.968 0.135 -1.646
75 H 1.176 1.614 2.256
76 H -1.206 2.007 1.950
77 H -5.433 -0.307 3.214
78 H -6.785 0.774 1.456
79 H -5.705 1.513 -0.628
80 H -2.213 0.810 -1.515
81 H -3.549 3.484 -0.937
82 H -2.245 3.236 -2.112
83 H -1.944 2.968 -0.390
84 H -4.858 1.893 -2.550
85 H -4.377 0.189 -2.617
86 H -3.429 1.424 -3.463
87 H -1.827 -1.073 2.792
88 H -4.372 -1.954 4.223
89 H -2.765 -2.675 4.343
90 H -3.660 -2.768 2.820
91 H -3.489 0.385 4.896
92 H -2.012 0.998 4.136
93 H -1.938 -0.423 5.186
94 Cl -1.969 -4.111 -2.403
95 Si -2.170 -2.403 -1.169
96 Cl -4.269 -2.376 -0.928
97 Cl -1.520 -3.153 0.763

Output
F_max   0.94 eV/A
Energy relative to the best compared isomer or geometry (same formula, charge and spin)   0.0000 eV
E   -3638.89048 hartree
Multiplicity   1
HOMO level   -4.32 eV
Gap between HOMO and LUMO   6.51 eV
Charge   -1

The following is a DFT calculation (ωB97M-V/def2-TZVPD) of C45H53As2N8O10SV as an isolated structure at a distorted geometry.

Atoms and positions in Å:
1 V 0.653 1.238 0.941
2 C 4.105 2.770 -5.222
3 C 3.345 2.467 -3.970
4 C 3.636 1.367 -3.199
5 C 2.947 1.077 -2.000
6 C 3.140 -0.053 -1.204
7 N 3.983 -1.106 -1.289
8 C 4.718 -1.589 -2.433
9 C 3.816 -1.917 -3.632
10 C 2.973 -3.177 -3.399
11 N 2.073 -3.021 -2.274
12 C 1.167 -2.057 -2.068
13 C 0.473 -1.230 -2.945
14 C 0.297 -1.494 -4.323
15 C -0.584 -0.777 -5.087
16 C -0.926 -1.182 -6.488
17 C -1.224 0.324 -4.499
18 C -1.084 0.672 -3.170
19 C -1.862 1.800 -2.706
20 N -2.005 2.233 -1.526
21 C -2.956 3.300 -1.367
22 C -2.486 4.480 -0.515
23 C -1.174 5.101 -0.995
24 N -0.100 4.147 -1.008
25 C 0.543 4.042 -2.090
26 C 1.618 3.117 -2.373
27 C 2.302 3.300 -3.572
28 C 1.956 2.034 -1.519
29 O 1.409 1.868 -0.373
30 C -0.263 -0.133 -2.309
31 O -0.163 0.051 -1.067
32 H 4.909 2.057 -5.379
33 H 4.533 3.769 -5.160
34 H 3.442 2.746 -6.086
35 H 4.429 0.714 -3.515
36 H 2.536 -0.068 -0.314
37 H 3.956 -1.723 -0.493
38 H 5.249 -2.494 -2.127
39 H 5.466 -0.846 -2.727
40 H 4.444 -2.069 -4.510
41 H 3.147 -1.079 -3.833
42 H 3.624 -4.025 -3.179
43 H 2.422 -3.412 -4.313
44 H 2.288 -3.582 -1.465
45 H 0.869 -1.940 -1.028
46 H 0.786 -2.350 -4.759
47 H -0.224 -1.918 -6.872
48 H -0.932 -0.323 -7.155
49 H -1.925 -1.622 -6.502
50 H -1.880 0.917 -5.121
51 H -2.413 2.284 -3.535
52 H -3.826 2.873 -0.858
53 H -3.291 3.670 -2.353
54 H -2.385 4.143 0.513
55 H -3.262 5.250 -0.559
56 H -0.897 5.919 -0.319
57 H -1.333 5.539 -1.996
58 H 0.292 4.686 -2.950
59 H 2.021 4.130 -4.206
60 N -0.497 5.084 2.444
61 C 0.002 3.868 2.162
62 S -1.053 2.587 1.669
63 N 1.266 3.624 2.384
64 N 1.638 2.389 2.138
65 C 2.766 1.950 2.652
66 C 2.999 0.578 2.465
67 C 4.086 -0.152 2.995
68 C 4.169 -1.503 2.789
69 C 3.158 -2.128 2.038
70 C 2.123 -1.358 1.557
71 N 2.021 -0.043 1.745
72 H -1.409 5.326 2.097
73 H 0.165 5.819 2.631
74 H 3.391 2.612 3.239
75 H 4.826 0.374 3.578
76 H 4.988 -2.082 3.187
77 H 3.158 -3.194 1.868
78 H 1.328 -1.810 0.972
79 C -5.119 0.458 -0.577
80 O -3.927 0.173 0.132
81 C -3.975 0.276 1.468
82 O -4.953 0.656 2.078
83 C -2.678 0.020 2.090
84 C -2.618 0.113 3.456
85 As -3.547 -1.281 4.454
86 C -4.997 -1.970 3.317
87 C -2.153 -2.469 3.632
88 C -1.246 -2.254 2.675
89 As -1.158 -0.778 1.225
90 C -2.138 -1.945 -0.042
91 C -0.170 -3.224 2.383
92 O -0.037 -3.717 1.281
93 O 0.783 -3.459 3.291
94 C 0.846 -2.760 4.523
95 C -2.286 -3.764 4.333
96 O -2.944 -3.874 5.346
97 O -1.697 -4.772 3.701
98 C -1.828 -6.076 4.258
99 C -1.325 0.462 4.060
100 O -0.242 0.336 3.487
101 O -1.302 1.008 5.272
102 C -2.495 1.459 5.896
103 H -4.825 0.621 -1.611
104 H -5.615 1.340 -0.164
105 H -5.806 -0.390 -0.513
106 H -5.824 -1.263 3.293
107 H -5.343 -2.897 3.775
108 H -4.670 -2.174 2.299
109 H -3.072 -2.276 0.415
110 H -1.530 -2.821 -0.277
111 H -2.341 -1.395 -0.958
112 H 1.880 -2.853 4.853
113 H 0.188 -3.206 5.272
114 H 0.598 -1.702 4.397
115 H -1.109 -6.693 3.726
116 H -2.842 -6.448 4.103
117 H -1.610 -6.058 5.326
118 H -2.212 2.315 6.508
119 H -2.918 0.677 6.537
120 H -3.239 1.766 5.156

Output
F_max   5.10 eV/A
Energy relative to the best compared isomer or geometry (same formula, charge and spin)   4.1748 eV
E   -8750.43597 hartree
Multiplicity   4
HOMO level (alpha / beta)   -7.66 / -9.58 eV
Gap between HOMO and LUMO (alpha / beta)   4.32 / 6.10 eV
Charge   +1

- Among the records above, which one has the highest E?
  CH4O3PS

Repeat the first record exactly.
The following is a DFT calculation (ωB97M-V/def2-TZVPD) of C25H20IrN6S2Se as an isolated structure at a distorted geometry.

Atoms and positions in Å:
1 Ir -0.356 -0.599 -0.847
2 N -4.477 -1.170 -0.094
3 C -3.271 -0.673 -0.397
4 S -2.303 -1.575 -1.563
5 N -2.898 0.447 0.161
6 N -1.619 0.787 -0.209
7 C -1.258 2.024 -0.130
8 C -2.123 3.132 0.316
9 C -3.266 3.457 -0.410
10 C -4.066 4.507 0.006
11 C -3.740 5.220 1.153
12 C -2.608 4.890 1.882
13 C -1.794 3.848 1.462
14 C 0.084 2.239 -0.663
15 C 0.760 3.445 -0.662
16 C 2.012 3.515 -1.248
17 C 2.535 2.388 -1.859
18 C 1.808 1.215 -1.838
19 N 0.616 1.130 -1.238
20 H -4.847 -1.945 -0.614
21 H -5.101 -0.615 0.469
22 H -3.517 2.897 -1.302
23 H -4.948 4.770 -0.564
24 H -4.372 6.036 1.477
25 H -2.357 5.441 2.779
26 H -0.917 3.576 2.038
27 H 0.291 4.310 -0.215
28 H 2.566 4.444 -1.239
29 H 3.501 2.399 -2.342
30 H 2.174 0.316 -2.308
31 S 1.284 -4.714 -2.272
32 C 1.121 -3.030 -2.129
33 N 0.514 -2.586 -1.064
34 C 0.105 -3.652 -0.248
35 C -0.594 -3.573 0.960
36 C -0.935 -4.745 1.594
37 C -0.586 -5.995 1.060
38 C 0.113 -6.087 -0.120
39 C 0.450 -4.899 -0.770
40 H 1.514 -2.372 -2.890
41 H -0.851 -2.616 1.388
42 H -1.482 -4.702 2.526
43 H -0.870 -6.897 1.585
44 H 0.393 -7.047 -0.533
45 Se 0.942 -0.389 1.204
46 C 2.819 -0.551 0.893
47 C 3.667 -0.063 1.881
48 C 5.037 -0.188 1.709
49 N 5.609 -0.748 0.645
50 C 4.789 -1.216 -0.290
51 C 3.406 -1.146 -0.217
52 H 3.276 0.412 2.771
53 H 5.710 0.189 2.471
54 H 5.262 -1.683 -1.149
55 H 2.803 -1.563 -1.009

Output
F_max   1.04 eV/A
Energy relative to the best compared isomer or geometry (same formula, charge and spin)   0.6335 eV
E   -4595.19199 hartree
Multiplicity   1
HOMO level (alpha / beta)   -10.54 / -10.54 eV
Gap between HOMO and LUMO (alpha / beta)   6.36 / 6.37 eV
Charge   +1

- What is the formula in the fourth record?
  C45H53As2N8O10SV